This record from the OMol25 dataset describes 12 unconnected molecules or ions with the total composition C76H150Cl2N16O2. The level of theory is ωB97M-V/def2-TZVPD.

Geometry (Å):
C: -4.26 -5.02 -2.83
C: -5.25 -4.06 -2.17
C: -6.39 -4.89 -1.51
C: -6.05 -5.49 -0.17
C: -5.55 -4.43 0.80
C: -4.27 -3.61 0.38
N: -4.35 -3.41 -1.09
O: -3.65 -2.26 -1.51
C: -3.03 -4.48 0.47
C: -4.04 -2.31 1.12
C: -5.71 -2.89 -3.04
H: -4.01 -5.88 -2.19
H: -3.35 -4.41 -2.95
H: -4.55 -5.41 -3.80
H: -6.70 -5.67 -2.20
H: -7.29 -4.25 -1.43
H: -5.27 -6.26 -0.24
H: -6.94 -5.95 0.24
H: -5.30 -4.81 1.80
H: -6.37 -3.75 0.99
H: -2.52 -4.37 1.43
H: -2.29 -4.10 -0.24
H: -3.22 -5.54 0.25
H: -3.00 -2.01 1.02
H: -4.28 -2.38 2.18
H: -4.66 -1.54 0.64
H: -6.44 -2.23 -2.58
H: -6.24 -3.37 -3.89
H: -4.86 -2.35 -3.43
C: 1.93 -0.67 0.98
C: 0.59 -0.17 0.39
C: -0.49 0.28 1.49
C: -1.55 1.27 0.93
C: -0.87 2.47 0.51
C: 0.10 2.30 -0.70
N: 0.88 1.04 -0.44
O: 2.13 1.10 -0.92
C: 1.05 3.45 -0.97
C: -0.68 2.07 -1.99
C: -0.12 -1.13 -0.56
H: 2.45 0.12 1.53
H: 2.56 -1.18 0.27
H: 1.65 -1.43 1.72
H: 0.08 0.75 2.31
H: -0.96 -0.64 1.86
H: -2.29 1.49 1.69
H: -2.09 0.86 0.07
H: -0.30 2.87 1.35
H: -1.61 3.23 0.23
H: 0.37 4.30 -0.80
H: 1.58 3.51 -1.93
H: 1.80 3.44 -0.16
H: -0.86 3.02 -2.47
H: -1.65 1.59 -1.81
H: -0.13 1.40 -2.68
H: 0.60 -1.42 -1.31
H: -1.02 -0.69 -1.02
H: -0.42 -2.02 -0.01
C: 2.07 -5.07 1.15
C: 0.84 -5.59 0.36
C: 0.80 -4.92 -1.00
C: 1.71 -5.71 -1.94
N: 1.85 -5.26 -3.35
C: 2.96 -6.03 -3.99
C: 4.22 -5.30 -3.62
C: 3.85 -3.91 -3.14
C: 2.35 -3.83 -3.34
C: 0.54 -5.36 -4.02
C: -0.02 -6.74 -4.21
C: -1.13 -6.62 -5.31
H: 2.00 -3.98 1.26
H: 3.03 -5.28 0.66
H: 2.11 -5.55 2.14
H: -0.06 -5.25 0.91
H: 0.88 -6.67 0.42
H: 1.08 -3.88 -0.80
H: -0.19 -4.97 -1.41
H: 1.26 -6.70 -1.95
H: 2.73 -5.85 -1.57
H: 2.84 -5.90 -5.08
H: 2.86 -7.07 -3.73
H: 4.90 -5.29 -4.49
H: 4.79 -5.90 -2.91
H: 4.43 -3.12 -3.61
H: 4.11 -3.80 -2.09
H: 2.10 -3.42 -4.32
H: 1.75 -3.25 -2.62
H: 0.69 -5.01 -5.06
H: -0.09 -4.60 -3.53
H: -0.33 -7.20 -3.27
H: 0.84 -7.26 -4.65
H: -1.79 -5.77 -5.15
H: -1.71 -7.54 -5.35
H: -0.67 -6.53 -6.28
C: -0.69 -3.19 3.79
C: 0.26 -2.12 4.35
C: 1.58 -2.71 4.63
C: 2.46 -1.51 4.95
N: 3.59 -1.80 5.90
C: 3.17 -2.15 7.23
C: 4.45 -1.79 8.07
C: 5.21 -0.72 7.22
C: 4.36 -0.52 6.03
C: 4.46 -2.93 5.37
C: 5.15 -2.64 4.08
C: 5.39 -4.06 3.40
H: -0.80 -4.01 4.52
H: -0.21 -3.60 2.87
H: -1.68 -2.86 3.51
H: -0.15 -1.64 5.23
H: 0.39 -1.28 3.65
H: 1.88 -3.35 3.82
H: 1.51 -3.33 5.51
H: 1.89 -0.74 5.49
H: 2.90 -1.05 4.07
H: 2.89 -3.19 7.27
H: 2.35 -1.52 7.57
H: 5.07 -2.63 8.36
H: 4.07 -1.35 8.99
H: 6.19 -1.17 7.05
H: 5.28 0.20 7.81
H: 4.84 -0.28 5.07
H: 3.62 0.30 6.10
H: 3.69 -3.71 5.25
H: 5.15 -3.23 6.14
H: 6.05 -2.03 4.30
H: 4.41 -2.15 3.45
H: 5.80 -3.92 2.41
H: 4.44 -4.57 3.27
H: 6.12 -4.66 3.96
C: -7.14 4.06 2.86
C: -6.02 3.03 2.63
N: -5.60 3.02 1.20
C: -4.89 3.93 0.54
C: -4.63 3.52 -0.73
N: -5.26 2.31 -0.83
C: -5.87 2.00 0.34
C: -5.50 1.55 -2.13
H: -7.97 4.01 2.15
H: -6.65 5.04 2.82
H: -7.55 4.01 3.88
H: -6.20 1.96 2.80
H: -5.17 3.37 3.21
H: -4.73 4.87 1.04
H: -4.17 4.02 -1.57
H: -6.44 1.11 0.58
H: -5.30 0.50 -1.94
H: -4.80 1.94 -2.87
H: -6.53 1.73 -2.41
C: -0.52 2.21 5.46
C: -0.38 3.52 4.68
N: -0.03 4.57 5.63
C: 1.14 4.82 6.21
C: 1.03 5.79 7.18
N: -0.26 6.14 7.18
C: -0.90 5.38 6.24
C: -0.91 7.29 7.96
H: 0.47 1.82 5.80
H: -0.97 1.46 4.82
H: -1.19 2.36 6.32
H: -1.33 3.82 4.22
H: 0.41 3.44 3.94
H: 2.00 4.26 5.87
H: 1.76 6.23 7.84
H: -1.96 5.37 6.00
H: -0.24 8.15 7.84
H: -1.01 6.98 8.98
H: -1.87 7.52 7.49
C: -1.61 -1.22 -4.46
C: -2.18 -2.07 -5.69
N: -3.60 -1.72 -5.90
C: -4.55 -2.50 -6.54
C: -5.67 -1.77 -6.69
N: -5.38 -0.52 -6.11
C: -4.10 -0.51 -5.65
C: -6.32 0.61 -5.84
H: -1.75 -0.15 -4.64
H: -0.53 -1.40 -4.32
H: -2.06 -1.39 -3.47
H: -2.08 -3.17 -5.63
H: -1.61 -1.82 -6.61
H: -4.33 -3.48 -6.92
H: -6.62 -1.95 -7.19
H: -3.55 0.32 -5.21
H: -6.78 0.91 -6.78
H: -5.76 1.43 -5.38
H: -7.02 0.29 -5.07
C: 2.80 1.44 -5.98
C: 2.75 2.13 -4.63
N: 2.14 3.51 -4.71
C: 2.73 4.73 -4.67
C: 1.77 5.67 -4.84
N: 0.59 5.02 -5.00
C: 0.80 3.70 -4.94
C: -0.76 5.66 -5.16
H: 1.81 1.09 -6.33
H: 3.46 0.57 -6.00
H: 3.18 2.20 -6.67
H: 3.83 2.28 -4.44
H: 2.28 1.64 -3.76
H: 3.80 4.72 -4.64
H: 1.92 6.73 -4.94
H: -0.01 2.99 -5.05
H: -1.29 5.59 -4.20
H: -1.38 5.13 -5.91
H: -0.57 6.70 -5.47
C: 5.70 -1.00 0.42
C: 6.22 0.32 0.99
N: 6.28 1.33 -0.08
C: 6.97 1.38 -1.23
C: 6.67 2.47 -1.96
N: 5.71 3.09 -1.19
C: 5.47 2.42 -0.07
C: 5.27 4.50 -1.38
H: 6.48 -1.42 -0.23
H: 4.74 -0.95 -0.12
H: 5.55 -1.74 1.22
H: 7.24 0.18 1.37
H: 5.59 0.75 1.79
H: 7.75 0.67 -1.35
H: 7.18 2.87 -2.83
H: 4.78 2.60 0.72
H: 5.38 4.76 -2.44
H: 5.98 5.13 -0.81
H: 4.22 4.59 -1.08
C: -1.94 6.57 -0.47
C: -1.12 7.62 0.24
N: 0.14 7.02 0.86
C: 0.16 6.17 1.91
C: 1.45 5.80 2.14
N: 2.18 6.40 1.22
C: 1.38 7.14 0.40
C: 3.69 6.44 1.16
H: -2.82 7.08 -0.89
H: -2.42 5.97 0.29
H: -1.42 5.90 -1.17
H: -1.58 8.12 1.11
H: -0.77 8.33 -0.51
H: -0.73 5.91 2.44
H: 1.93 5.17 2.89
H: 1.68 7.69 -0.49
H: 4.03 5.42 1.31
H: 4.04 7.16 1.89
H: 3.99 6.83 0.18
Cl: -2.69 2.59 -4.42
Cl: 2.92 2.24 2.93

Calculated values
HOMO level = -22.6 eV
energy relative to the best compared isomer or geometry (same formula, charge and spin) = 0.0 kcal/mol
strongest force on any atom = 8.8 eV/A
total energy = -134132.5022 eV
total charge = +8